# 1
Computed, not measured: a structure of composition C15H32CrN8O6, with wB97M-V/def2-TZVPD.

Calculated values
E_HOMO (spin up / spin down) ... -6.674 / -6.811 eV
ΔE to the lowest compared entry with this formula, charge and spin ... 0.0 kcal per mole
⟨S²⟩ ... 6.06
Frontier orbital gap (spin up / spin down) ... 6.6 / 6.0 eV
E_LUMO (spin up / spin down) ... -0.06 / -0.81 eV

Structure (ORCA input):
```
! wB97M-V def2-TZVPD RIJCOSX def2/J DEFGRID3
* xyz 0 5
O -0.0272 0.0043 -4.3806
H -0.4526 -0.1534 -5.2331
Cr 0.6795 -0.3934 0.2808
N 0.4219 1.3729 1.1390
N 1.5628 0.7629 -1.0665
N -0.9267 -1.0991 1.1856
N 0.0808 -1.7606 -1.0183
O -0.3980 1.6934 2.1048
O -1.5246 -0.5611 2.2649
O 0.5894 -1.9619 -2.2656
O 1.8999 0.3907 -2.2634
C 1.8040 2.0395 -0.6350
C 1.2183 2.3491 0.6169
C -1.4203 -2.2504 0.6933
C -0.8549 -2.6218 -0.5698
C 1.3337 3.6341 1.3532
H 1.6837 3.4608 2.3809
H 0.3652 4.1478 1.4165
H 2.0417 4.3061 0.8610
C 2.6304 2.9807 -1.4389
H 2.3249 2.9757 -2.4909
H 3.6982 2.7207 -1.3897
H 2.5223 4.0005 -1.0565
C -2.4055 -3.0630 1.4575
C -1.2449 -3.8588 -1.3008
H -3.0295 -2.4470 2.1145
H -1.8870 -3.8023 2.0885
H -3.0532 -3.6209 0.7734
H -0.7218 -3.9450 -2.2571
H -2.3249 -3.8689 -1.4938
H -1.0269 -4.7509 -0.6970
H -1.1101 0.4134 2.2920
H 1.1115 -1.1073 -2.4547
C -0.9589 0.7176 -3.5554
H -0.3790 1.4357 -2.9748
H -1.4807 0.0239 -2.8864
H -1.6998 1.2609 -4.1626
O -3.4439 2.1523 -0.9512
H -3.9484 1.3262 -0.8301
H -2.6745 2.0643 -0.3607
C 2.6426 -0.5065 2.6290
N 2.3483 -1.2084 1.3285
C 2.1086 -2.6591 1.6519
N 3.2613 -3.2821 2.3337
C 3.5319 -2.5266 3.5864
N 3.8056 -1.0912 3.3306
C 4.9876 -1.0123 2.4339
N 4.7654 -1.7241 1.1509
C 3.5895 -1.1266 0.4828
C 4.4561 -3.1421 1.4597
H 1.7727 -0.5906 3.2953
H 2.8679 0.5508 2.4249
H 1.9197 -3.2077 0.7184
H 1.2324 -2.7366 2.3131
H 4.4126 -2.9704 4.0697
H 2.6572 -2.6061 4.2470
H 5.2032 0.0452 2.2218
H 5.8431 -1.4752 2.9437
H 3.4325 -1.6654 -0.4618
H 3.8208 -0.0696 0.2825
H 5.3190 -3.5805 1.9795
H 4.2654 -3.6739 0.5169
*
```

=====

# 2
Computed, not measured: an isolated molecule of C3H2N4O, with wB97M-V/def2-TZVPD.

Calculated values
E_HOMO ... -9.462 eV
ΔE to the lowest compared entry with this formula, charge and spin ... 80.4 kcal per mole
Frontier orbital gap ... 8.0 eV
E_LUMO ... -1.42 eV
Structure (SMILES) ... O=c1cnncnn1

Structure (ORCA input):
```
! wB97M-V def2-TZVPD RIJCOSX def2/J DEFGRID3
* xyz 0 1
O -2.3568 -0.2314 0.6181
C -1.3112 -0.0738 0.0451
C -0.6690 1.2008 -0.4020
N 0.6010 1.3990 -0.2494
N 1.4527 0.5079 0.4888
C 1.4527 -0.7358 0.3024
N 0.4905 -1.5779 -0.2839
N -0.7383 -1.4725 -0.4824
H -1.3136 2.2501 -0.6138
H 2.3919 -1.2664 0.5771
*
```

=====

# 3
Computed, not measured: a cluster of 15 separate species, C52H77F6N4O24S2 in total, with wB97M-V/def2-TZVPD.

Calculated values
E_HOMO ... -6.672 eV
Frontier orbital gap ... 8.2 eV
E_LUMO ... 1.50 eV

Structure (ORCA input):
```
! wB97M-V def2-TZVPD RIJCOSX def2/J DEFGRID3
* xyz -1 1
C 0.3363 1.6497 3.0816
F 1.5911 1.3680 3.0683
F -0.2473 0.9217 4.0746
F 0.1379 2.9604 3.3340
S -0.4609 1.2055 1.3015
O -1.8901 1.1273 1.5521
O -0.1516 2.2981 0.3890
N 0.2175 -0.3894 0.9633
S 1.1446 -0.0571 -0.2029
O 0.4610 0.1509 -1.4768
O 2.2251 0.8778 0.1223
C 2.0524 -1.7077 -0.4407
F 3.0821 -1.5788 -1.2073
F 2.4274 -2.2052 0.7366
F 1.1599 -2.5722 -0.9063
O -7.1110 1.8517 11.4686
C -7.0326 2.1329 10.2805
O -6.5871 3.2655 9.8292
C -6.6785 3.4233 8.4791
C -6.9309 2.0252 7.9250
C -7.5465 1.2663 9.1139
H -5.7520 3.9410 8.2305
H -7.5570 4.0046 8.1993
H -6.0158 1.5046 7.6429
H -7.6466 2.0838 7.1049
H -7.2884 0.2099 9.1883
H -8.6325 1.3519 9.0746
O 2.3068 9.1715 -0.8080
C 2.5308 9.0113 0.3756
O 1.8920 9.7823 1.2983
C 2.0644 9.3463 2.6169
C 3.2428 8.4351 2.5159
C 3.3277 7.9762 1.1126
H 1.1529 8.8334 2.9240
H 2.2222 10.2019 3.2736
H 3.2008 7.6604 3.2815
H 4.1411 8.9786 2.8088
H 2.9113 6.9742 1.0098
H 4.3531 7.9226 0.7466
O 0.5458 -9.8056 0.2780
C 1.0213 -10.8581 -0.1000
O 0.5314 -12.0975 0.1576
C 1.2491 -13.1283 -0.5187
C 2.1363 -12.3389 -1.4926
C 2.3621 -11.0148 -0.7842
H 0.6705 -13.8390 -1.1088
H 1.9309 -13.5983 0.1901
H 1.5446 -12.2922 -2.4068
H 3.0840 -12.8256 -1.7229
H 2.4561 -10.0963 -1.3636
H 3.0507 -11.0118 0.0608
O 5.1824 3.0067 14.3076
C 4.6833 2.5484 13.2891
O 5.1082 1.3518 12.7774
C 4.3841 0.9344 11.6631
C 3.1757 1.9243 11.6372
C 3.6476 3.1877 12.3589
H 4.0696 -0.1090 11.6431
H 5.0766 1.2658 10.8893
H 2.3268 1.5071 12.1790
H 2.7941 2.1318 10.6375
H 2.9226 3.5954 13.0634
H 4.1750 3.9227 11.7509
O 4.2806 -1.4228 -11.3139
C 4.1449 -2.4893 -10.7429
O 4.1809 -3.6442 -11.3867
C 3.7726 -4.7206 -10.5653
C 3.7216 -4.1894 -9.1533
C 3.8813 -2.6784 -9.2493
H 4.3636 -5.6276 -10.6925
H 2.7678 -5.0901 -10.7702
H 4.5916 -4.5660 -8.6153
H 2.8256 -4.3678 -8.5588
H 4.7103 -2.3638 -8.6154
H 2.9118 -2.2098 -9.0806
O -2.5896 4.0041 -7.6631
C -3.2406 4.7505 -6.9656
O -4.1144 4.2521 -6.0621
C -4.7859 5.2747 -5.3812
C -4.0327 6.5211 -5.7724
C -3.5075 6.2258 -7.1875
H -4.7052 4.9994 -4.3296
H -5.7879 5.2689 -5.8103
H -3.2618 6.7961 -5.0526
H -4.7478 7.3428 -5.8122
H -2.6456 6.8325 -7.4654
H -4.2525 6.2185 -7.9832
O 8.2783 3.5252 6.4066
C 8.2275 3.0350 5.2610
O 8.4966 3.7462 4.1913
C 8.4407 2.8604 3.0600
C 8.4548 1.4897 3.5292
C 7.7914 1.6367 4.8654
H 9.2922 3.0387 2.4032
H 7.5493 2.9464 2.4387
H 9.4953 1.1936 3.6627
H 8.0411 0.6903 2.9144
H 8.1627 0.9815 5.6534
H 6.7130 1.4790 4.8512
O -6.0420 -3.0179 -7.2760
C -5.3821 -2.7309 -8.2003
O -5.9735 -2.3121 -9.3967
C -5.0172 -2.0009 -10.3552
C -3.7530 -2.7605 -9.9197
C -3.8430 -2.7626 -8.3821
H -4.8591 -0.9225 -10.3399
H -5.3534 -2.3203 -11.3416
H -2.8775 -2.2547 -10.3268
H -3.7068 -3.8175 -10.1818
H -3.4970 -1.7893 -8.0341
H -3.3267 -3.5483 -7.8306
O -12.3065 -2.2807 -0.6802
C -11.5140 -1.3450 -0.9633
O -10.6078 -0.9840 -0.0800
C -9.7390 0.0526 -0.4916
C -10.3093 0.4449 -1.8755
C -11.4059 -0.5483 -2.2028
H -8.6878 -0.2318 -0.5379
H -9.7547 0.9371 0.1452
H -9.5311 0.5023 -2.6366
H -10.7701 1.4319 -1.9156
H -11.2947 -1.1851 -3.0804
H -12.3100 0.0454 -2.3372
C -4.4527 -3.6729 -1.4359
O -3.8444 -3.7881 -0.1736
H -4.3475 -2.6849 -1.8841
H -4.0251 -4.2447 -2.2595
H -5.4980 -3.9784 -1.3889
H -3.2015 -3.0757 -0.2024
C 1.5370 -3.7555 5.6905
O 0.6452 -3.9346 4.6145
H 2.5746 -3.8865 5.3835
H 1.3906 -2.7592 6.1078
H 1.3534 -4.4841 6.4801
H 0.7585 -3.1834 4.0276
N -3.8996 -10.3686 -7.6759
C -3.8201 -9.5154 -6.5955
C -2.4700 -9.3283 -6.2612
C -1.7740 -9.9925 -7.2343
C -2.6165 -10.6522 -8.0897
H -4.6874 -10.7796 -8.1559
H -4.7432 -9.1170 -6.2009
H -2.0475 -8.7480 -5.4543
H -0.6998 -10.0129 -7.3444
H -2.5278 -11.3316 -8.9246
N -2.1715 11.9541 8.8777
C -2.2140 10.5850 8.7625
C -1.0813 10.0296 9.2195
C -0.3306 11.1048 9.7155
C -0.9818 12.2917 9.5224
H -2.9225 12.5900 8.6506
H -3.0965 10.0891 8.3859
H -0.9007 8.9810 9.4049
H 0.6464 10.8942 10.1247
H -0.7934 13.3535 9.5806
N 12.2486 -0.8158 -6.0190
C 11.1120 -1.4833 -5.5903
C 10.7179 -0.7754 -4.4251
C 11.5003 0.3603 -4.2478
C 12.4445 0.2970 -5.2698
H 12.7026 -1.0361 -6.8938
H 10.7573 -2.3754 -6.0850
H 9.8208 -0.9381 -3.8462
H 11.3567 1.1379 -3.5122
H 13.2376 0.9449 -5.6126
*
```

=====

# 4
Computed, not measured: a structure of composition C40H47GaN4S5, with wB97M-V/def2-TZVPD.

Calculated values
E_HOMO ... -6.854 eV
Frontier orbital gap ... 5.7 eV
E_LUMO ... -1.13 eV

Structure (ORCA input):
```
! wB97M-V def2-TZVPD RIJCOSX def2/J DEFGRID3
* xyz 0 1
Ga 0.0671 -0.1857 -0.3650
C 6.1499 0.4006 0.1392
C 5.3057 1.5629 0.6687
C 3.9360 1.5890 0.0767
C 3.4272 2.4533 -0.8487
C 4.1497 3.5700 -1.5264
C 5.0905 3.0310 -2.6061
C 2.0565 2.0628 -1.0619
N 1.7462 0.9861 -0.2805
C 2.8738 0.6855 0.4282
C 2.9807 -0.3023 1.3867
C 1.9595 -1.1274 1.8168
C 2.0913 -2.0860 2.8804
C 3.3243 -2.2745 3.6993
C 3.4454 -1.1342 4.7132
C 0.8698 -2.6755 3.0325
C 0.0077 -2.0808 2.0458
C -1.3236 -2.3993 1.8662
C -2.1664 -1.8231 0.9374
N -1.8264 -0.8485 0.0421
C -2.9623 -0.5590 -0.6599
C -3.0650 0.4142 -1.6340
C -2.0640 1.2950 -1.9978
N -0.7774 1.2751 -1.5355
C -0.1469 2.3451 -2.1140
C 1.1723 2.6987 -1.9128
C -1.0619 3.0645 -2.9609
C -2.2536 2.4011 -2.8952
C -3.5482 2.7654 -3.5362
C -4.4665 3.4638 -2.5292
C -0.7787 4.3048 -3.7454
C -0.4053 3.9884 -5.1959
C -4.0528 -1.3789 -0.2006
C -3.5582 -2.1602 0.8026
C -4.2755 -3.1917 1.6098
C -3.9848 -4.6061 1.1012
C -5.4593 -1.2881 -0.6899
C -6.2046 -0.1469 0.0069
N 0.6872 -1.1402 1.3261
C 0.4944 -3.7345 4.0163
C 0.9034 -5.1305 3.5386
H 7.1256 0.4013 0.6209
H 5.6635 -0.5517 0.3344
H 6.2946 0.4870 -0.9353
H 5.2271 1.4845 1.7568
H 5.8085 2.5034 0.4404
H 3.4405 4.2665 -1.9742
H 4.7328 4.1253 -0.7867
H 4.5324 2.4447 -3.3317
H 5.5911 3.8468 -3.1216
H 5.8486 2.3924 -2.1613
H 3.9421 -0.4222 1.8629
H 3.2783 -3.2272 4.2283
H 4.2071 -2.2935 3.0548
H 2.5698 -1.1148 5.3578
H 4.3328 -1.2586 5.3278
H 3.5057 -0.1765 4.2029
H -1.7422 -3.1640 2.5011
H -4.0132 0.5221 -2.1361
H 1.5331 3.5467 -2.4730
H -3.3679 3.4295 -4.3824
H -4.0320 1.8662 -3.9238
H -4.0095 4.3875 -2.1778
H -5.4215 3.6989 -2.9933
H -4.6451 2.8285 -1.6639
H -1.6754 4.9291 -3.7370
H 0.0276 4.8760 -3.2815
H -1.1516 3.3398 -5.6467
H -0.3484 4.9029 -5.7817
H 0.5579 3.4871 -5.2434
H -3.9821 -3.1168 2.6600
H -5.3490 -3.0063 1.5565
H -2.9185 -4.8151 1.1243
H -4.4962 -5.3397 1.7205
H -4.3253 -4.7193 0.0749
H -5.4711 -1.1277 -1.7691
H -5.9760 -2.2263 -0.4871
H -5.6931 0.7984 -0.1576
H -7.2192 -0.0631 -0.3758
H -6.2527 -0.3268 1.0788
H 0.9850 -3.5245 4.9691
H -0.5816 -3.7182 4.1916
H 1.9811 -5.1867 3.4025
H 0.6056 -5.8798 4.2702
H 0.4267 -5.3631 2.5891
C 3.6795 -1.2291 -3.6052
S 2.7371 0.3196 -3.7339
C 1.0907 -0.2232 -4.0429
C 0.3436 -1.0408 -3.2782
S 0.8487 -1.8441 -1.8177
S -1.2999 -1.3229 -3.8360
C -1.2831 -0.1815 -5.1553
S -2.5912 0.1851 -6.0584
S 0.2878 0.5217 -5.4154
H 4.7153 -0.9218 -3.5026
H 3.5490 -1.8113 -4.5107
H 3.3582 -1.7885 -2.7334
*
```

=====

Number 1: maximum force 3.539 eV/Å, energy -2524.52725 hartree. Number 2: maximum force 4.373 eV/Å, energy -409.60007 hartree. Number 3: maximum force 5.167 eV/Å, energy -5447.87641 hartree. Number 4: maximum force 0.692 eV/Å, energy -5687.35408 hartree.